Record 1
ORCA calculation (wB97M-V/def2-TZVPD) on a structure of composition C26H34MnNO7S.

Positions of all 70 atoms, in Å:
Mn  0.46967  -0.05375  -0.57873
S  -2.62950  1.31145  -1.09170
O  1.89554  -3.64629  0.51566
O  0.05057  -0.04939  1.26104
O  0.87914  0.26755  -2.28666
O  -1.63396  0.18723  -0.99193
O  0.09130  -0.96125  3.28499
O  1.10449  -1.82312  -0.46981
O  2.70569  0.55486  0.24851
N  0.49638  2.16901  -0.37495
C  4.82406  -0.05588  0.98210
C  -6.37965  1.30978  -1.97965
C  -4.76865  2.83497  -2.89435
C  -3.98559  0.19972  1.09105
C  -5.08440  -2.16756  2.05870
C  1.87386  -2.44318  0.39706
C  -5.77610  3.75849  -3.13110
C  0.67477  -0.57524  2.29933
C  4.18977  0.94611  1.98263
C  -3.97224  0.59886  -2.03520
C  -5.06039  1.60467  -2.30774
C  -3.70612  -2.00811  2.00589
C  -5.91797  -1.13555  1.64611
C  -0.49555  -0.75180  -3.96782
C  -3.15318  -0.82743  1.52984
C  2.70362  0.77058  1.67991
C  -7.38929  2.23146  -2.22036
C  1.53912  0.59130  -4.52381
C  3.58544  -0.59685  0.26718
C  2.83197  -1.57190  1.19012
C  0.92430  -0.39394  -3.53971
C  -7.08855  3.46065  -2.78962
C  -5.36847  0.04358  1.16354
C  1.77754  -1.65531  -3.46044
C  -3.40244  1.46814  0.54229
C  2.19230  -0.57680  2.21859
H  2.80302  -1.39492  -3.18494
H  2.52213  0.90398  -4.16699
H  -1.09674  0.15725  -4.06053
H  -7.87445  4.18143  -2.97384
H  0.90836  1.47796  -4.62081
H  1.79682  -2.16544  -4.42599
H  1.38894  -2.33622  -2.70542
H  -6.99357  -1.24545  1.70749
H  -6.01546  0.85709  0.85474
H  -5.53670  4.70985  -3.58799
H  -0.96047  -1.39727  -3.21990
H  -8.41153  1.98824  -1.96053
H  -6.61643  0.34642  -1.54385
H  1.47625  2.39250  -0.51363
H  -2.57320  1.82848  1.15549
H  1.65397  0.13207  -5.50873
H  -3.04988  -2.79899  2.34534
H  5.37948  -0.85448  1.47261
H  3.51125  -2.25821  1.68905
H  -4.32491  -0.27175  -1.48053
H  4.50180  1.96742  1.76860
H  -5.51024  -3.08810  2.43721
H  0.21414  2.46757  0.55153
H  -2.07773  -0.69946  1.51831
H  5.49029  0.44571  0.28215
H  -0.49638  -1.27185  -4.92820
H  2.07265  1.61890  1.93033
H  -3.47381  0.26070  -2.94616
H  2.55321  -0.77094  3.22585
H  -3.74825  3.06926  -3.17574
H  -4.14257  2.26444  0.43591
H  -0.05094  2.65822  -1.07276
H  3.74086  -0.95077  -0.74734
H  4.42141  0.72762  3.02437

Its expectation value of S² is 6.038. The total charge is 0. For the HOMO-LUMO gap (spin up / spin down), the calculation gives 9.004 / 9.163 eV. Its energy relative to the best compared isomer or geometry (same formula, charge and spin) is 0.063 eV. Its multiplicity is 5. The largest force on an atom is 0.686 eV/Å.

Record 2
ORCA calculation (wB97M-V/def2-TZVPD) on a cluster of 2 separate species, C26H34N3 in total at a distorted geometry.

Positions of all 63 atoms, in Å:
N  -5.12095  -1.01979  -0.13494
N  5.02943  -1.03413  -0.51824
N  -0.50184  3.93565  2.71609
C  2.60698  -1.19456  -0.65175
C  -3.86765  -0.40987  -0.19786
C  -0.04453  1.43667  -0.36905
C  -2.50271  1.56838  -0.41953
C  3.97355  -3.25866  -0.19097
C  5.17814  -2.48656  -0.72349
C  6.26643  -0.24072  -0.58920
C  -3.75115  0.98853  -0.37968
C  6.15809  1.04708  0.22144
C  1.38653  -0.57225  -0.69466
C  3.77625  -0.42269  -0.46955
C  -6.35737  -0.22532  -0.06247
C  -4.06988  -3.24727  -0.46131
C  -4.98640  1.84506  -0.49646
C  3.66005  0.97747  -0.30092
C  1.22580  0.80632  -0.43752
C  2.41260  1.55972  -0.28414
C  0.82968  4.50157  2.65202
C  -2.69802  -1.18210  -0.02221
C  -6.25272  1.05820  -0.88066
C  -1.31577  0.81421  -0.27198
C  4.89481  1.83350  -0.17405
C  -5.26961  -2.47136  0.07656
C  -1.47640  -0.56077  0.00237
C  -2.77234  -2.67723  0.12771
C  2.68129  -2.69048  -0.79308
H  1.80169  -3.15581  -0.32617
H  -2.42165  2.62976  -0.56901
H  4.70527  2.63772  0.54832
H  -4.16899  -4.32239  -0.25256
H  -5.15344  2.34524  0.46585
H  5.29094  -2.65530  -1.79845
H  -0.04328  2.51341  -0.40788
H  -0.62919  -1.14096  0.30915
H  -4.04310  -3.15934  -1.55501
H  -0.67109  3.29305  1.94936
H  5.07028  2.33382  -1.13485
H  -7.15510  1.67239  -0.74211
H  1.00737  5.16449  3.50306
H  0.94504  5.09922  1.74436
H  -0.64971  3.42093  3.57855
H  -6.53185  0.01048  0.99162
H  2.33045  2.62314  -0.15046
H  -1.89713  -3.14484  -0.34500
H  -2.70246  -2.92978  1.19172
H  7.06182  1.65983  0.08517
H  6.12995  0.80540  1.29158
H  -6.20230  -2.80826  -0.38682
H  6.44593  -0.01052  -1.64356
H  2.62055  -2.94709  -1.85659
H  1.60968  3.73371  2.65327
H  -7.20180  -0.84112  -0.38846
H  7.10937  -0.85465  -0.25632
H  0.54222  -1.15256  -1.01071
H  -5.37509  -2.63582  1.15292
H  -4.80384  2.64935  -1.22034
H  3.93796  -3.16431  0.90191
H  -6.23118  0.81078  -1.94969
H  6.10714  -2.82340  -0.25279
H  4.07327  -4.33515  -0.39253

The total charge is +1. For the HOMO-LUMO gap, the calculation gives 5.726 eV. Its energy relative to the best compared isomer or geometry (same formula, charge and spin) is 0.000 eV. Its multiplicity is 1. The largest force on an atom is 2.151 eV/Å.

Record 3
ORCA calculation (wB97M-V/def2-TZVPD) on the molecule C26H34N4O4.

Positions of all 68 atoms, in Å:
O  -1.73318  5.50009  -1.03343
O  -2.47695  2.22920  -0.05179
O  -6.17533  3.06408  5.31768
O  1.34888  -2.60712  -4.30039
N  -3.11508  4.25620  0.84969
N  0.63051  -1.10096  -2.78222
N  0.68353  1.71416  -2.74352
N  -1.19794  3.50565  -2.01164
C  -4.40589  4.99049  2.72735
C  1.32580  -2.20694  -3.14967
C  3.77977  -4.58501  2.36272
C  3.98785  -5.28851  1.01386
C  3.37748  -3.20659  -2.14173
C  -0.27498  3.92522  -3.03227
C  3.32429  -4.46737  -0.08036
C  1.02361  3.11995  -2.86590
C  -2.50378  3.44857  -0.03118
C  -3.88553  3.94655  1.97159
C  -4.91140  2.38208  3.47263
C  2.01800  -2.94789  -2.05270
C  0.78406  -0.38550  -1.53921
C  -0.08326  -0.33799  -3.78287
C  -4.14652  2.63204  2.35556
C  1.30682  -3.47473  -0.97962
C  -5.43508  3.42856  4.23462
C  4.02055  -3.94606  -1.16412
C  5.49305  -5.46052  0.79331
C  -1.75922  4.28003  -1.08665
C  -6.72770  4.07350  6.12659
C  3.34695  -6.68305  1.04907
C  0.59899  1.01083  -4.00954
C  -5.17433  4.73977  3.84963
C  1.47862  0.95627  -1.80029
C  1.95377  -4.22160  -0.01575
H  -5.95040  4.70317  6.57178
H  3.93403  -2.82372  -2.98454
H  2.28593  -6.62692  1.27535
H  5.91294  -6.04957  1.60623
H  -4.20790  6.01188  2.43527
H  2.50112  0.76744  -2.17509
H  6.00002  -4.49835  0.78007
H  -2.97117  5.24467  0.64587
H  1.51576  3.44254  -1.94579
H  -3.74647  1.81895  1.77327
H  -5.12157  1.37074  3.78163
H  -7.42767  4.70133  5.56563
H  -5.56182  5.57424  4.41209
H  1.36924  -0.97435  -0.83370
H  -0.09606  -0.92325  -4.70353
H  -0.71436  3.73943  -4.01774
H  -0.09623  4.99597  -2.91908
H  -0.20812  -0.19229  -1.11580
H  1.54680  1.51079  -0.86229
H  4.21650  -3.58853  2.33922
H  1.37069  -4.61972  0.80093
H  3.82541  -7.29551  1.81040
H  -1.10720  -0.17410  -3.43110
H  4.25830  -5.15253  3.15798
H  1.70276  3.32146  -3.70670
H  1.59920  0.84457  -4.44737
H  0.00826  1.60238  -4.71030
H  -7.26620  3.55475  6.91811
H  5.69451  -5.98385  -0.13833
H  3.46433  -7.17476  0.08571
H  2.72447  -4.48876  2.60199
H  5.07975  -4.11446  -1.26909
H  -1.25251  2.50156  -1.86127
H  0.24130  -3.30861  -0.90925

The total charge is 0. Its SMILES is COc1ccc(NC(=O)C(=O)NCCN2CCN(C(=O)c3ccc(C(C)(C)C)cc3)CC2)cc1. For the HOMO-LUMO gap, the calculation gives 8.728 eV. Its energy relative to the best compared isomer or geometry (same formula, charge and spin) is 1.175 eV. Its multiplicity is 1. The largest force on an atom is 0.663 eV/Å.

Number 1: electronic energy -85494.7748 eV. Number 2: electronic energy -31979.1484 eV. Number 3: electronic energy -41665.8994 eV.